This record from the Open Molecules 2025 dataset describes 9 unconnected molecules or ions with the total composition C69H152N8O11 in a non-equilibrium geometry. The level of theory is ωB97M-V/def2-TZVPD.

HOMO level (Eh): -0.2902
Lowest unoccupied orbital energy (eV): 0.236
SMILES: CC1(C)CCCC(C)(C)N1O.CC1(C)CCCC(C)(C)N1O.CC1(C)CCCC(C)(C)N1O.CC1(C)CCCC(C)(C)N1O.CC1(C)CCCC(C)(C)N1O.CC1(C)CCCC(C)(C)N1O.COCCNCCOC.COCCNCCOC.CC(C)O
Kohn-Sham gap (eV): 8.13

Geometry as ORCA input:
```
! RIJCOSX wB97M-V def2-TZVPD def2/J DEFGRID3
* xyz 0 1
C 3.19167 -0.04220 -2.99021
C 1.97610 -0.90978 -2.82949
C 1.75441 -1.82906 -4.05369
C 2.17678 -1.85738 -1.58442
C 2.01985 -1.15485 -0.15696
C 0.64148 -0.46504 -0.08997
C 0.42365 0.48453 -1.32283
C -1.12126 0.79214 -1.29227
C 1.15661 1.77918 -1.08396
N 0.75767 -0.15166 -2.63141
O 0.42972 0.56583 -3.80768
H 3.23021 0.47754 -3.94754
H 3.23553 0.69224 -2.18599
H 4.11847 -0.61584 -2.98207
H 2.76973 -2.17263 -4.25164
H 1.05028 -2.65937 -4.10754
H 1.60703 -1.15196 -4.89506
H 1.55645 -2.74959 -1.66962
H 3.19112 -2.22509 -1.73936
H 2.17418 -1.90173 0.62178
H 2.84493 -0.45027 -0.05251
H 0.68633 0.16097 0.80121
H -0.09168 -1.27085 -0.05482
H -1.47794 1.09843 -0.30888
H -1.72867 -0.04290 -1.64137
H -1.33044 1.74727 -1.77400
H 1.52006 2.21969 -2.01238
H 2.09671 1.55916 -0.57809
H 0.68896 2.66057 -0.64515
H -0.39728 0.23086 -4.16189
C 3.65493 -11.24504 1.78813
C 3.23367 -10.91426 3.23434
C 3.11734 -9.30455 3.40529
C 1.81950 -11.40889 3.53731
C 1.63000 -12.99482 3.80765
C 2.57613 -13.38974 4.93550
C 4.04680 -12.95021 4.73416
C 4.66606 -13.08047 6.18366
C 4.73578 -13.86048 3.66829
N 4.12996 -11.50031 4.28064
O 5.35119 -10.88291 4.34149
H 4.67411 -10.91127 1.59326
H 3.70197 -12.32896 1.68325
H 2.92277 -10.99189 1.02135
H 2.15110 -8.95401 3.04253
H 3.18663 -9.00752 4.45175
H 3.85671 -8.81587 2.77077
H 1.33403 -10.87525 4.35440
H 1.18437 -11.24319 2.66710
H 0.58983 -13.19171 4.06721
H 1.89155 -13.65644 2.98185
H 2.56875 -14.46581 5.10903
H 2.09300 -13.07322 5.85990
H 5.73906 -12.91607 6.08484
H 4.50305 -14.10472 6.51896
H 4.18716 -12.36867 6.85604
H 4.90661 -14.88485 3.99934
H 5.75330 -13.52136 3.47400
H 4.15025 -13.89226 2.74947
H 5.25008 -10.39057 5.15940
C -4.14238 -4.64062 7.28901
C -3.74321 -3.13627 7.06782
C -2.38412 -3.00193 6.33324
C -4.86275 -2.41874 6.22832
C -5.01202 -0.87012 6.36336
C -5.22372 -0.59761 7.85218
C -4.03536 -1.08150 8.71206
C -2.79632 -0.13410 8.60287
C -4.68456 -1.08027 10.10793
N -3.66402 -2.48809 8.40271
O -2.78724 -3.11777 9.33635
H -4.94049 -4.67660 8.03051
H -4.61688 -5.03187 6.38908
H -3.30560 -5.28247 7.56456
H -2.41825 -3.44352 5.33729
H -2.05168 -1.97517 6.18043
H -1.59909 -3.62583 6.76054
H -4.69028 -2.48100 5.15385
H -5.80008 -2.93476 6.43628
H -4.11910 -0.38982 5.96324
H -5.89977 -0.44489 5.89519
H -6.22903 -0.86973 8.17375
H -5.29116 0.48106 7.99369
H -2.21664 -0.44913 7.73522
H -2.15618 -0.10458 9.48460
H -3.07075 0.91789 8.52473
H -5.38918 -1.90220 10.23459
H -5.20675 -0.17759 10.42508
H -3.96057 -1.15111 10.91967
H -3.27793 -3.83811 9.73876
C -6.19469 -5.23362 -2.61784
C -6.08438 -6.70274 -2.14893
C -4.79092 -7.35134 -2.70649
C -5.94294 -6.76022 -0.57905
C -7.31387 -6.41710 0.05162
C -8.37929 -7.36549 -0.36144
C -8.60887 -7.31898 -1.89414
C -9.53698 -8.49514 -2.18127
C -9.36806 -6.03917 -2.33431
N -7.33774 -7.44504 -2.59339
O -7.47203 -7.52288 -3.89969
H -6.86313 -4.64331 -1.99109
H -5.23362 -4.72741 -2.70836
H -6.48915 -5.15314 -3.66422
H -4.77951 -7.27618 -3.79383
H -3.90160 -6.87039 -2.29919
H -4.74474 -8.39218 -2.38612
H -5.77190 -7.74483 -0.14385
H -5.15105 -6.12243 -0.18635
H -7.30904 -6.36100 1.14017
H -7.53689 -5.36700 -0.13722
H -9.30689 -7.04201 0.11083
H -8.04690 -8.35419 -0.04508
H -10.16130 -8.93811 -1.40533
H -8.91234 -9.35622 -2.41889
H -10.14395 -8.32679 -3.07085
H -9.49609 -5.92940 -3.41118
H -8.94922 -5.06121 -2.09708
H -10.41246 -6.09322 -2.02704
H -7.89085 -6.69997 -4.16238
C -1.76390 12.04510 2.61702
C -1.44085 11.02846 3.80721
C 0.15662 11.06587 4.00659
C -2.17612 11.50721 5.08168
C -2.28850 10.49459 6.21192
C -2.90391 9.17491 5.69059
C -2.25844 8.59693 4.43405
C -0.99944 7.84281 4.68380
C -3.36383 7.63442 3.88673
N -1.94720 9.67168 3.37363
O -1.43252 9.21626 2.13247
H -1.75128 13.08898 2.93048
H -0.99877 11.90695 1.85309
H -2.67653 11.74388 2.10276
H 0.51516 12.09467 4.04022
H 0.41968 10.58281 4.94764
H 0.66615 10.55545 3.18931
H -1.53624 12.22921 5.58899
H -3.17316 11.87684 4.84210
H -1.29007 10.30498 6.60596
H -2.85961 10.83915 7.07402
H -3.96744 9.29034 5.48159
H -2.76052 8.52348 6.55267
H -1.18979 7.06579 5.42415
H -0.31374 8.44565 5.27920
H -0.34201 7.40855 3.93060
H -3.15986 7.20589 2.90547
H -4.37721 8.03471 3.85614
H -3.56106 6.84882 4.61614
H -2.23526 8.99267 1.65581
C 1.86127 3.98102 -11.21629
C 3.16334 4.18009 -10.35913
C 3.61354 2.79419 -9.72662
C 4.28378 4.67877 -11.33492
C 5.39972 5.47777 -10.66612
C 4.80348 6.59579 -9.81732
C 3.78503 6.12085 -8.67589
C 4.59696 5.57789 -7.46244
C 3.09086 7.40827 -8.22709
N 2.90392 5.15963 -9.25665
O 1.82033 4.82541 -8.42676
H 1.08879 3.35489 -10.76982
H 1.37605 4.93639 -11.41610
H 2.14025 3.54416 -12.17515
H 3.77291 2.03823 -10.49554
H 4.56034 2.96090 -9.21292
H 2.93881 2.39717 -8.96819
H 4.80498 3.83123 -11.78001
H 3.85557 5.25112 -12.15781
H 5.98006 4.84675 -9.99298
H 6.15735 5.86039 -11.35000
H 4.18014 7.20697 -10.47001
H 5.56554 7.29108 -9.46526
H 4.02811 5.18861 -6.61806
H 5.38414 6.30727 -7.27150
H 5.15199 4.68612 -7.75361
H 2.41828 7.19886 -7.39530
H 2.41042 7.58450 -9.06018
H 3.71466 8.28221 -8.03945
H 2.22976 4.16506 -7.86293
C -4.89420 8.54235 -6.28617
O -4.12630 8.05934 -7.34386
C -3.92662 6.64401 -7.30488
C -4.99818 5.71977 -7.85293
N -5.83085 4.95865 -6.93308
C -5.09214 3.73417 -6.53875
C -4.72750 2.61472 -7.58398
O -4.10571 1.43810 -7.00293
C -4.12984 0.40941 -8.04350
H -5.22130 9.58020 -6.34927
H -4.28750 8.41697 -5.38935
H -5.80150 7.94706 -6.18363
H -3.67097 6.41909 -6.26944
H -3.09803 6.52112 -8.00232
H -4.45755 5.24463 -8.67149
H -5.74576 6.29396 -8.40023
H -6.65297 4.73201 -7.47423
H -5.67515 3.28516 -5.73464
H -4.14372 3.91148 -6.03164
H -4.00084 2.95985 -8.31948
H -5.67942 2.46361 -8.09303
H -3.60186 0.84725 -8.89064
H -5.15476 0.21904 -8.36191
H -3.61691 -0.47864 -7.67422
C 8.29505 -1.06660 1.15133
O 8.31559 0.29998 1.42704
C 8.97691 1.07397 0.41992
C 8.33709 2.46139 0.31024
N 8.40052 3.30302 1.52985
C 7.79402 4.65363 1.39794
C 8.02354 5.37934 0.07531
O 7.45431 6.63294 0.08438
C 6.00330 6.73307 -0.04741
H 7.64314 -1.22043 0.29142
H 7.95431 -1.66526 1.99608
H 9.30343 -1.45540 1.00951
H 8.93169 0.60017 -0.56067
H 10.00977 1.17493 0.75324
H 7.28053 2.41183 0.04696
H 8.88585 2.94461 -0.49813
H 7.87560 2.85381 2.26657
H 8.17585 5.24323 2.23141
H 6.72034 4.53207 1.54125
H 7.68625 4.84786 -0.81456
H 9.07180 5.62081 -0.10059
H 5.50244 6.06100 0.64941
H 5.83485 6.27467 -1.02188
H 5.67518 7.77240 -0.06265
C 6.36349 -1.09687 6.92415
C 5.22049 -0.21529 6.46972
C 5.07713 0.88864 7.47077
O 5.33649 0.24169 5.11271
H 6.33361 -1.43279 7.96066
H 7.29067 -0.53367 6.81822
H 6.48066 -1.90313 6.20006
H 4.28319 -0.74731 6.63266
H 4.74979 0.59761 8.46890
H 4.34845 1.55070 7.00300
H 6.06315 1.35268 7.49362
H 5.82038 -0.33640 4.51836
*
```

Atom charges from the Löwdin analysis, given in e for atoms 1 to 6: -0.035, -0.535, -0.032, -0.103, -0.157, -0.129